Record 1
This record from the OMol25 dataset describes 2 unconnected molecules or ions with the total composition C3H9N2P in a non-equilibrium geometry. The level of theory is the ωB97M-V functional and the def2-TZVPD basis.

XYZ file:
```
15
Properties=species:S:1:pos:R:3:lowdin_charge:R:1
P 1.296 1.070 0.153 0.71
N 2.510 -0.073 -0.215 -0.40
N -1.743 0.068 0.204 -0.03
C -1.935 1.487 0.165 -0.13
C -0.690 -0.538 0.187 -0.38
C -0.418 -1.884 0.383 -0.12
H -2.848 1.724 -0.258 0.05
H 0.431 -1.910 1.061 0.07
H -1.883 1.783 1.168 0.07
H -1.201 -2.409 0.903 0.08
H -0.039 -2.273 -0.630 0.12
H 3.183 0.294 -1.008 0.07
H 3.042 -0.298 0.584 -0.03
H -1.075 1.874 -0.423 0.03
H 0.803 1.118 -1.259 -0.10
```

Its LUMO energy is 0.7 eV. As for the HOMO energy: -6.968 eV. The net charge is 0.

---

Record 2
This record from the OMol25 dataset describes a molecular structure, C22H29F3INO3S in a non-equilibrium geometry. The level of theory is the ωB97M-V functional and the def2-TZVPD basis.

XYZ file:
```
60
Properties=species:S:1:pos:R:3:lowdin_charge:R:1
I 4.338 2.434 2.041 1.10
S -1.677 1.303 0.328 1.06
F -1.548 4.015 1.076 0.08
F 0.155 2.932 1.921 0.13
F 0.055 3.238 -0.220 0.07
O 2.956 1.521 0.855 -0.70
O -0.344 -2.904 -1.689 0.14
O -0.874 -0.800 -1.096 -0.18
N -2.024 -2.349 0.880 0.01
C 3.943 -0.427 0.048 -0.06
C -4.645 0.910 0.870 -0.20
C -2.541 -3.713 0.854 -0.12
C 5.934 4.097 -1.663 -0.10
C -0.702 2.973 0.898 -0.65
C 3.351 0.914 -0.378 -0.64
C -0.578 -2.346 0.648 -0.14
C 4.169 2.516 -2.258 -0.04
C -4.266 -1.599 1.076 -0.12
C -2.825 -1.287 0.998 -0.13
C 4.260 1.974 -0.963 -0.20
C -1.335 -4.616 0.589 -0.13
C 2.195 0.566 -1.337 -0.04
C 5.064 3.541 -2.615 -0.10
C -5.227 -0.414 1.298 -0.17
C 4.975 2.666 0.003 -0.50
C -2.248 0.053 1.430 -0.40
C -0.092 -3.768 0.852 -0.10
C -1.169 -0.432 -2.462 -0.02
C 5.831 3.710 -0.315 -0.16
C -3.320 1.189 1.574 -0.39
C -0.535 -2.075 -0.835 -0.45
H -3.314 -3.860 0.078 0.14
H -4.538 0.952 -0.216 0.12
H -4.597 -2.122 0.162 0.13
H -0.092 -1.539 1.203 0.17
H -3.053 2.205 1.139 0.06
H -1.352 -4.933 -0.457 0.12
H -5.335 1.723 1.114 0.13
H 3.399 2.170 -2.962 0.10
H 5.081 3.902 -3.648 0.09
H -6.166 -0.609 0.762 0.12
H -1.803 -0.163 2.448 0.16
H -5.468 -0.357 2.367 0.12
H 1.582 1.425 -1.651 0.08
H -3.007 -3.979 1.820 0.14
H 0.270 -3.910 1.874 0.13
H 6.665 4.861 -1.942 0.09
H 4.452 -0.965 -0.758 0.08
H -1.368 -5.511 1.214 0.12
H -0.429 -0.891 -3.127 0.10
H 1.514 -0.192 -0.919 0.06
H -4.451 -2.309 1.901 0.13
H -3.426 1.365 2.642 0.13
H 4.621 -0.286 0.896 0.05
H -1.083 0.657 -2.460 0.08
H 2.627 0.122 -2.258 0.09
H 3.103 -1.046 0.405 0.07
H 0.721 -4.013 0.164 0.13
H 6.374 4.206 0.484 0.08
H -2.203 -0.728 -2.682 0.10
```

Its LUMO energy is -2.0 eV. As for the HOMO energy: -4.001 eV. The net charge is 0.

---

Record 3
This record from the OMol25 dataset describes a gas-phase ion, C6H14N3OS (charge +1) in a non-equilibrium geometry. The level of theory is the ωB97M-V functional and the def2-TZVPD basis.

XYZ file:
```
25
Properties=species:S:1:pos:R:3:lowdin_charge:R:1
S 2.491 1.004 1.583 0.82
O 0.885 -1.095 -2.208 0.18
N 0.641 0.329 -0.491 0.03
N -1.283 -0.478 -1.708 0.20
N 0.022 2.422 0.408 0.14
C -0.106 0.908 0.574 -0.37
C -2.136 -1.297 -1.120 -0.01
C 0.713 0.611 1.828 -0.45
C 0.260 -0.438 -1.471 -0.48
C -3.405 -1.603 -1.811 -0.01
C 3.266 -0.582 1.947 -0.39
H 4.298 -0.449 1.447 0.07
H 1.025 2.601 0.059 0.14
H -3.300 -2.594 -2.191 0.10
H 0.577 -0.411 2.201 0.09
H 0.383 1.159 2.692 0.06
H -3.565 -0.877 -2.614 0.10
H -0.475 2.851 -0.472 0.21
H 2.841 -1.437 1.534 0.01
H 1.602 0.455 -0.427 0.05
H 3.278 -0.650 3.021 0.03
H -2.177 -1.485 -0.117 0.12
H -1.521 -0.177 -2.669 0.17
H -0.006 2.896 1.244 0.10
H -4.309 -1.662 -1.238 0.10
```

Its LUMO energy is -4.4 eV. As for the HOMO energy: -11.090 eV. The net charge is +1.

---

Record 4
This record from the OMol25 dataset describes a molecular structure, C11H22LiN4 in a non-equilibrium geometry. The level of theory is the ωB97M-V functional and the def2-TZVPD basis.

XYZ file:
```
38
Properties=species:S:1:pos:R:3:lowdin_charge:R:1
N 1.460 0.155 -1.665 -0.20
N 0.795 1.496 1.263 -0.03
N -0.812 0.199 2.507 -0.07
N -0.141 -0.388 0.329 -0.03
C -1.468 -0.855 0.009 -0.27
C 1.251 -2.214 -2.338 -0.09
C 2.389 -0.570 -3.802 -0.11
C -2.204 -1.348 1.250 -0.19
C -0.576 1.041 3.663 -0.20
C -0.333 2.478 3.253 -0.19
C -0.071 -0.455 -3.504 -0.09
C -0.045 0.472 1.335 -0.44
C 0.882 2.467 2.339 -0.29
C -2.179 -0.241 2.290 -0.20
C 1.267 -0.721 -2.759 -0.80
Li 1.930 1.181 -0.393 0.51
H -0.057 0.561 -3.906 0.06
H 2.385 0.454 -4.187 0.06
H -3.241 -1.621 1.022 0.10
H 0.748 -0.079 -0.850 -0.06
H -1.202 2.858 2.707 0.11
H -1.376 -1.652 -0.734 0.08
H 0.994 3.454 1.875 0.09
H -1.417 0.932 4.352 0.11
H -2.826 0.593 1.966 0.12
H 2.196 -2.451 -1.844 0.06
H -0.257 -1.163 -4.324 0.06
H 3.351 -0.738 -3.309 0.06
H 0.320 0.679 4.184 0.12
H 1.106 -2.896 -3.186 0.06
H -1.693 -2.228 1.648 0.11
H -2.067 -0.049 -0.456 0.11
H 0.452 -2.387 -1.613 0.05
H -0.171 3.119 4.125 0.10
H -2.571 -0.603 3.246 0.11
H 1.790 2.304 2.941 0.10
H -0.898 -0.517 -2.793 0.05
H 2.287 -1.268 -4.641 0.06
```

Its LUMO energy is 2.9 eV. As for the HOMO energy: -2.130 eV. The net charge is -1.

---

Record 5
This record from the OMol25 dataset describes a molecular structure, C3H9N2S in a non-equilibrium geometry. The level of theory is the ωB97M-V functional and the def2-TZVPD basis.

XYZ file:
```
15
Properties=species:S:1:pos:R:3:lowdin_charge:R:1
S -0.505 1.031 0.817 1.08
N 1.321 -0.906 0.311 -0.11
N -0.805 1.893 -0.534 -0.27
C -1.037 -0.760 0.513 -0.30
C 0.107 -1.304 -0.354 -0.27
C 1.336 0.530 0.342 -0.27
H 0.019 -2.422 -0.685 0.18
H -0.636 1.361 -1.473 0.13
H -1.485 2.612 -0.567 0.06
H -2.168 -0.861 0.138 0.15
H 2.146 1.027 1.285 0.21
H 1.489 1.018 -0.605 0.07
H 1.453 -1.295 1.274 0.15
H -1.218 -1.206 1.540 0.10
H 0.105 -0.767 -1.285 0.09
```

Its LUMO energy is -3.5 eV. As for the HOMO energy: -14.175 eV. The net charge is +1.

---

Record 6
This record from the OMol25 dataset describes a single C19H22ClN3OS molecule in a non-equilibrium geometry. The level of theory is the ωB97M-V functional and the def2-TZVPD basis.

XYZ file:
```
47
Properties=species:S:1:pos:R:3:lowdin_charge:R:1
Cl 1.979 -2.192 0.173 0.72
S -0.584 -0.107 -0.962 1.06
O -3.804 1.382 0.812 0.06
N -3.532 -0.457 -0.520 0.08
N 2.547 2.102 -0.199 0.15
N 2.037 1.019 -0.818 -0.13
C 3.917 -0.499 -0.685 -0.23
C 0.726 0.921 -0.551 -0.50
C -3.103 0.640 0.147 -0.51
C -7.332 -0.535 -0.841 -0.10
C 3.589 -1.553 0.161 -0.59
C 1.574 2.704 0.458 -0.28
C 5.214 -0.007 -0.648 -0.04
C 0.362 1.996 0.273 -0.18
C 5.821 -1.614 1.022 -0.08
C -1.662 0.919 0.001 -0.39
C 2.885 0.139 -1.581 -0.11
C -5.946 0.041 -0.581 -0.22
C -5.146 -1.398 2.010 -0.09
C -1.018 1.971 0.579 -0.02
C -5.024 -2.042 0.635 -0.20
C 6.162 -0.557 0.196 -0.08
C 1.804 3.941 1.244 -0.03
C -4.867 -1.042 -0.526 -0.32
C 4.531 -2.115 1.008 -0.10
H -5.085 -2.161 2.784 0.07
H -5.941 0.613 0.345 0.10
H -5.901 -2.663 0.441 0.10
H 5.475 0.824 -1.286 0.11
H 1.185 4.752 0.861 0.08
H 2.247 -0.618 -2.044 0.11
H 4.250 -2.934 1.651 0.10
H 1.539 3.778 2.288 0.08
H 2.851 4.223 1.177 0.08
H 7.165 -0.161 0.209 0.10
H -8.050 0.271 -0.968 0.07
H -2.821 -1.028 -0.952 0.08
H -1.535 2.684 1.194 0.13
H -7.662 -1.154 -0.011 0.07
H -6.096 -0.882 2.116 0.07
H -4.925 -1.619 -1.460 0.14
H -5.684 0.729 -1.388 0.12
H 3.386 0.724 -2.358 0.13
H -4.349 -0.678 2.172 0.07
H 6.554 -2.049 1.683 0.11
H -7.335 -1.141 -1.745 0.07
H -4.150 -2.700 0.623 0.11
```

As for the SMILES: CCC(CC)NC(=O)c1cc2c(C)nn(Cc3ccccc3Cl)c2s1. Its LUMO energy is 0.5 eV. As for the HOMO energy: -8.275 eV. The net charge is 0.

---

Kohn-Sham gap
In order: 0.2833, 0.0724, 0.2446, 0.1834, 0.3923, 0.3229
Unit: Ha
ΔE to the lowest compared entry with this formula, charge and spin
In order: 2.564, 9.093, 3.697, 0.000, 2.601, 0.326
Unit: eV